No. 1
Entry from OMol25: C45H49AsN5P2S2ScSi2 as an isolated structure (ωB97M-V with the def2-TZVPD basis set).

Each line ends with the Mulliken charge.
Positions of all 107 atoms, in Å:
Sc 0.047 1.007 -0.922  -0.604
N 3.391 0.563 2.229  0.195
C 2.257 0.505 1.524  -0.901
N 2.110 0.996 0.339  0.908
C 3.150 1.711 -0.238  -0.326
N 2.999 2.393 -1.314  -1.092
N 1.686 2.335 -1.780  1.507
C 1.403 3.244 -2.613  -0.967
C 0.027 3.361 -3.123  0.982
C -0.304 4.398 -3.971  -0.967
C -1.619 4.515 -4.399  -0.447
C -2.537 3.583 -3.960  -1.050
C -2.113 2.566 -3.113  -0.355
N -0.857 2.450 -2.699  0.683
C 4.460 1.704 0.430  0.496
C 5.606 2.264 -0.138  -0.167
C 6.802 2.243 0.546  -0.895
C 6.870 1.662 1.817  -0.477
C 5.751 1.104 2.394  -0.883
C 4.547 1.126 1.691  -0.024
H 3.402 0.184 3.162  0.327
H 1.392 0.018 1.970  0.642
H 2.166 3.953 -2.924  0.315
H 0.458 5.101 -4.282  0.468
H -1.915 5.320 -5.058  0.421
H -3.575 3.627 -4.261  0.465
H -2.802 1.816 -2.750  0.542
H 5.527 2.703 -1.123  0.473
H 7.688 2.673 0.100  0.423
H 7.809 1.645 2.354  0.412
H 5.800 0.647 3.376  0.428
S -0.462 3.274 0.449  -0.945
P -1.205 1.816 1.648  2.495
C -0.703 0.261 1.151  -0.756
P -1.888 -0.758 0.488  2.606
S -2.393 -0.217 -1.390  -0.963
C -1.241 -2.480 0.551  0.081
C -2.119 -3.551 0.388  -0.447
C -1.679 -4.862 0.513  -0.582
C -0.348 -5.118 0.815  -0.805
C 0.539 -4.060 0.963  -0.521
C 0.096 -2.751 0.824  -0.081
C -3.407 -1.002 1.484  0.189
C -3.254 -1.438 2.802  -0.357
C -4.361 -1.660 3.603  -0.693
C -5.639 -1.443 3.094  -0.546
C -5.796 -1.002 1.789  -0.708
C -4.680 -0.779 0.985  -0.423
C -2.989 2.138 1.852  0.277
C -3.730 2.630 0.780  -0.456
C -5.098 2.832 0.907  -0.672
C -5.734 2.548 2.108  -0.618
C -5.002 2.057 3.181  -0.709
C -3.636 1.851 3.053  -0.358
C -0.564 2.115 3.340  -0.141
C -0.476 3.409 3.851  -0.684
C 0.003 3.626 5.135  -0.711
C 0.399 2.548 5.922  -0.557
C 0.312 1.257 5.421  -0.849
C -0.168 1.042 4.131  0.144
H -3.163 -3.361 0.164  0.366
H -2.376 -5.680 0.381  0.399
H 0.000 -6.139 0.923  0.356
H 1.584 -4.254 1.173  0.423
H 0.787 -1.925 0.921  -0.133
H -2.256 -1.613 3.193  0.222
H -4.233 -2.004 4.623  0.423
H -6.508 -1.618 3.717  0.398
H -6.788 -0.824 1.393  0.435
H -4.796 -0.426 -0.033  0.341
H -3.225 2.862 -0.149  0.160
H -5.667 3.216 0.069  0.425
H -6.800 2.709 2.209  0.402
H -5.495 1.829 4.118  0.437
H -3.072 1.463 3.892  0.367
H -0.773 4.247 3.232  0.417
H 0.071 4.634 5.523  0.414
H 0.772 2.718 6.924  0.393
H 0.610 0.415 6.035  0.462
H -0.242 0.041 3.717  0.178
C 3.558 -2.682 -0.993  -0.681
Si 3.182 -1.706 -2.545  0.076
C 4.470 -0.335 -2.649  -0.959
C 3.585 -2.783 -4.024  -1.320
As 1.003 -0.905 -2.505  0.639
Si -0.040 -2.773 -3.442  0.559
C 0.561 -4.379 -2.699  -0.497
C -1.897 -2.852 -3.328  -0.969
C 0.295 -2.756 -5.287  -1.136
H 4.519 -3.203 -1.080  0.479
H 2.778 -3.417 -0.787  -0.063
H 3.611 -2.001 -0.135  0.212
H 5.256 -0.639 -3.348  0.514
H 4.942 -0.158 -1.679  0.144
H 4.053 0.608 -3.004  0.249
H 4.639 -3.076 -3.953  0.393
H 3.455 -2.201 -4.942  0.303
H 2.985 -3.688 -4.112  0.359
H 0.200 -4.472 -1.671  -0.179
H 1.646 -4.482 -2.684  0.196
H 0.148 -5.207 -3.286  0.458
H -2.256 -2.923 -2.301  0.152
H -2.203 -3.753 -3.874  0.365
H -2.375 -1.985 -3.788  0.231
H 1.356 -2.813 -5.529  0.283
H -0.088 -1.821 -5.704  0.243
H -0.219 -3.591 -5.778  0.320

Forces on atoms 1 to 3 (eV/Å):
Sc -0.5 -0.2 0.3
N 0.1 0.0 0.0
C 0.0 -0.2 0.1

Calculated values
HOMO energy: -0.225 Ha
HOMO-LUMO gap: 5.4 eV

No. 2
Entry from OMol25: C45H50F4N6O3PSSi2TaTe as an isolated structure (ωB97M-V with the def2-TZVPD basis set).

Each line ends with the Mulliken charge.
Positions of all 114 atoms, in Å:
Ta -0.130 0.209 -0.228  1.674
C 1.006 0.892 7.407  -2.340
C 0.391 0.849 6.007  2.077
C -0.676 -0.255 5.983  -1.564
C -0.279 2.199 5.728  -1.600
C 1.433 0.555 4.923  -0.093
C 2.770 0.277 5.238  -0.300
C 3.690 -0.035 4.260  -1.528
C 3.262 -0.069 2.942  0.682
S 4.195 -0.509 1.553  -0.445
C 2.820 -0.304 0.576  0.405
N 1.716 0.088 1.192  0.735
C 1.942 0.214 2.581  -1.428
C 1.034 0.533 3.592  0.428
C 2.784 -0.590 -0.849  0.898
C 3.902 -0.945 -1.590  -0.680
C 3.756 -1.201 -2.945  -1.119
C 2.504 -1.099 -3.535  -1.369
C 1.393 -0.738 -2.782  -0.633
C 1.512 -0.481 -1.417  0.854
H 0.229 1.126 8.135  0.405
H 1.775 1.663 7.489  0.475
H 1.444 -0.066 7.691  0.497
H -1.405 -0.090 6.778  0.564
H -0.222 -1.237 6.136  0.331
H -1.219 -0.262 5.032  0.117
H -0.995 2.432 6.518  0.539
H -0.825 2.186 4.782  0.107
H 0.458 3.003 5.689  0.368
H 3.099 0.294 6.266  0.599
H 4.717 -0.262 4.516  0.441
H 0.003 0.744 3.359  0.146
H 4.878 -1.023 -1.126  0.531
H 4.616 -1.480 -3.539  0.440
H 2.391 -1.308 -4.592  0.567
H 0.431 -0.662 -3.271  1.192
C -2.506 3.552 2.677  -0.646
C -1.130 3.711 2.602  -1.398
C -0.383 2.790 1.898  -0.379
N -0.944 1.731 1.293  1.663
C -2.276 1.575 1.384  0.307
C -3.092 2.458 2.056  -0.968
H -3.114 4.268 3.216  0.468
H -0.630 4.538 3.087  0.623
H 0.689 2.881 1.816  0.306
H -2.703 0.713 0.875  -0.275
H -4.159 2.288 2.084  0.617
C -2.102 -0.815 -4.007  -0.602
Si -2.727 -1.149 -2.274  0.502
C -3.828 -2.665 -2.364  -1.316
C -3.887 0.223 -1.715  -1.173
C -1.366 -1.412 -0.927  -0.799
Si -0.564 -3.174 -1.051  0.436
C -0.329 -3.766 -2.807  -0.915
C -1.727 -4.351 -0.154  -1.142
C 1.084 -3.382 -0.151  -0.378
H -2.975 -0.616 -4.635  0.605
H -1.601 -1.689 -4.429  0.336
H -1.441 0.047 -4.088  -0.294
H -4.638 -2.455 -3.068  0.423
H -4.294 -2.885 -1.399  0.322
H -3.328 -3.569 -2.710  0.345
H -4.830 0.106 -2.255  0.596
H -3.520 1.233 -1.892  0.109
H -4.139 0.127 -0.653  0.348
H -2.044 -1.636 -0.084  -0.104
H -1.276 -3.980 -3.301  0.359
H 0.237 -4.701 -2.766  0.460
H 0.236 -3.075 -3.432  0.152
H -2.754 -4.332 -0.520  0.309
H -1.742 -4.116 0.915  0.067
H -1.351 -5.373 -0.248  0.510
H 1.932 -3.275 -0.830  0.376
H 1.115 -4.401 0.246  0.594
H 1.258 -2.707 0.689  -0.388
F -0.017 -4.931 5.192  -0.313
C -1.213 -4.831 4.642  -0.109
C -2.171 -5.716 4.974  0.318
F -1.888 -6.657 5.840  -0.272
C -3.508 -5.672 4.409  -0.087
C -3.730 -4.589 3.466  0.337
C -2.765 -3.712 3.148  -0.032
F -3.039 -2.736 2.283  -0.158
C -1.436 -3.774 3.691  0.650
C -0.446 -2.893 3.325  1.986
C -0.641 -1.862 2.376  -1.085
N -0.592 -1.027 1.591  0.551
C 0.898 -2.877 3.823  -0.868
N 2.006 -2.784 4.114  -0.536
F -4.910 -4.458 2.909  -0.306
C -4.478 -6.569 4.742  1.197
C -4.280 -7.644 5.667  -0.215
N -4.198 -8.530 6.393  -0.350
C -5.804 -6.535 4.201  -0.145
N -6.885 -6.514 3.815  -0.394
C -2.561 5.496 -2.132  -1.253
C -1.827 4.843 -0.989  -0.285
O -1.772 3.385 -1.143  0.088
P -0.628 2.673 -1.951  -0.057
O -0.969 1.158 -1.786  -0.306
Te 1.512 2.799 -1.029  -0.002
O -0.857 3.112 -3.429  -0.268
C 0.054 2.707 -4.513  0.221
C -0.745 2.654 -5.787  -1.329
H -2.677 6.558 -1.911  0.443
H -3.553 5.063 -2.251  0.303
H -2.018 5.401 -3.070  0.247
H -2.349 4.984 -0.045  0.212
H -0.804 5.210 -0.876  0.391
H 0.492 1.741 -4.254  -0.091
H 0.845 3.454 -4.547  0.456
H -1.553 1.928 -5.712  0.260
H -0.090 2.359 -6.608  0.426
H -1.165 3.631 -6.021  0.346

Forces on atoms 1 to 3 (eV/Å):
Ta 0.1 -0.7 0.1
C 0.0 0.0 0.0
C 0.0 0.0 0.0

Calculated values
HOMO energy (alpha / beta): -0.476 / -0.476 Ha
Energy above the lowest of the compared OMol25 structures with the same formula, charge and spin: 0.000 eV
Net charge: +2
HOMO-LUMO gap (alpha / beta): 5.1 / 5.1 eV

No. 3
Entry from OMol25: a 2-piece molecular cluster, C45H50N3OSi overall (ωB97M-V with the def2-TZVPD basis set).

Each line ends with the Mulliken charge.
Positions of all 100 atoms, in Å:
C 1.422 6.581 -2.899  -0.946
N 1.094 5.175 -3.015  0.256
C 2.072 4.244 -3.244  0.273
O 3.267 4.480 -3.391  -0.672
C 1.399 2.868 -3.239  0.117
C 1.987 1.899 -2.210  -0.366
C 3.461 1.638 -2.388  0.295
C 4.336 1.880 -1.326  -0.442
C 5.707 1.746 -1.533  -0.749
C 6.187 1.304 -2.772  -0.494
C 5.296 0.972 -3.798  -0.753
C 3.922 1.128 -3.604  -0.092
N 0.008 3.194 -2.899  0.414
C -0.855 2.193 -2.605  -0.457
C -2.179 2.397 -2.207  0.386
C -3.073 1.550 -1.553  -0.768
C -4.481 1.733 -1.861  0.221
C -5.382 0.690 -2.206  -0.559
C -6.694 0.973 -2.574  -0.646
C -7.184 2.289 -2.502  0.847
C -8.644 2.603 -2.594  -1.288
C -6.280 3.337 -2.302  -0.881
C -4.977 3.062 -1.934  -0.383
C -0.255 4.644 -2.795  0.044
C -0.759 5.055 -1.401  -1.519
C -1.185 5.182 -3.903  -1.526
H 2.508 6.710 -2.976  0.360
H 0.924 7.165 -3.686  0.301
H 1.080 6.979 -1.935  0.315
H 1.461 2.451 -4.269  0.295
H 1.797 2.314 -1.206  0.340
H 1.425 0.953 -2.268  0.353
H 3.921 2.198 -0.365  0.379
H 6.388 1.985 -0.721  0.409
H 7.258 1.211 -2.937  0.413
H 5.653 0.600 -4.757  0.396
H 3.198 0.881 -4.385  0.346
H -0.506 1.175 -2.819  1.360
H -2.583 3.338 -2.591  -0.034
H -2.750 0.777 -0.850  0.679
H -5.008 -0.336 -2.200  0.453
H -7.371 0.165 -2.861  0.402
H -8.797 3.684 -2.469  0.350
H -9.084 2.286 -3.550  0.336
H -9.191 2.102 -1.781  0.322
H -6.616 4.375 -2.360  0.315
H -4.299 3.871 -1.666  0.414
H -0.023 4.774 -0.634  0.344
H -0.901 6.142 -1.378  0.527
H -1.718 4.588 -1.167  0.332
H -0.653 5.193 -4.866  0.387
H -2.086 4.575 -4.016  0.309
H -1.490 6.208 -3.652  0.438
C -1.802 -7.007 3.007  -0.439
C -0.468 -7.244 2.655  -0.618
C 0.439 -6.179 2.559  -0.478
C 0.018 -4.863 2.821  0.703
Si 1.150 -3.387 2.684  -0.227
C 2.942 -3.900 2.584  0.551
C 3.727 -3.399 1.531  -0.414
C 5.064 -3.787 1.388  -0.689
C 5.634 -4.684 2.301  -0.472
C 4.869 -5.176 3.366  -0.730
C 3.529 -4.787 3.507  -0.156
C 0.659 -2.158 1.372  0.355
C -0.065 -2.591 0.256  -0.820
C -0.583 -1.654 -0.649  -1.145
C -0.384 -0.290 -0.427  -0.168
C 0.345 0.157 0.675  -1.074
C 0.893 -0.782 1.552  -0.455
C 0.749 -2.253 4.174  0.547
C 0.983 -2.955 5.520  -0.496
C -0.216 -2.565 6.397  -0.611
C -1.171 -1.748 5.494  -0.771
N -0.560 -1.713 4.182  -0.247
C -1.316 -4.645 3.201  -0.232
C -2.224 -5.706 3.304  -0.836
H -2.516 -7.832 3.047  0.378
H -0.135 -8.263 2.448  0.391
H 1.478 -6.370 2.284  0.399
H 3.282 -2.699 0.820  0.348
H 5.660 -3.397 0.560  0.412
H 6.671 -5.003 2.180  0.369
H 5.314 -5.871 4.083  0.389
H 2.937 -5.175 4.339  0.356
H -0.241 -3.657 0.103  0.471
H -1.151 -1.982 -1.521  0.453
H -0.804 0.445 -1.109  1.134
H 0.481 1.226 0.866  0.504
H 1.484 -0.413 2.390  0.389
H 1.553 -1.516 4.011  0.265
H 1.013 -4.039 5.378  -0.042
H 1.944 -2.641 5.947  0.299
H -0.724 -3.456 6.795  0.319
H 0.139 -1.942 7.227  0.305
H -2.165 -2.217 5.445  0.280
H -1.326 -0.751 5.933  0.368
H -0.954 -1.172 3.417  0.123
H -1.645 -3.627 3.420  0.466
H -3.256 -5.513 3.604  0.395

Forces on atoms 1 to 3 (eV/Å):
C -0.4 0.5 0.1
N 0.5 -0.5 0.1
C 1.2 0.5 0.2

Calculated values
HOMO energy: -0.333 Ha
Energy above the lowest of the compared OMol25 structures with the same formula, charge and spin: 1.301 eV
Net charge: +1
HOMO-LUMO gap: 4.3 eV

No. 4
Entry from OMol25: a 8-piece molecular cluster, C45H52BO7P2S overall (ωB97M-V with the def2-TZVPD basis set).

Each line ends with the Mulliken charge.
Positions of all 108 atoms, in Å:
O 9.506 -1.101 -0.320  -0.747
P 8.232 -0.387 -0.162  0.782
O 8.320 1.118 -0.689  -0.507
O 7.680 -0.345 1.324  -0.598
C 6.892 -1.118 -1.100  -0.375
C 5.433 -0.754 -0.750  0.453
P 4.843 0.981 -0.958  0.941
O 5.016 1.359 -2.509  -0.559
O 3.252 0.843 -0.854  -0.375
S 5.491 2.315 0.301  -0.568
C 4.507 -1.681 -1.639  -0.324
O 3.970 -2.614 -0.766  -0.712
B 3.896 -1.964 0.582  1.205
O 5.173 -1.140 0.566  -0.915
H 8.141 1.764 0.008  0.327
H 6.703 -0.475 1.345  0.602
H 7.132 -0.974 -2.158  -0.064
H 6.958 -2.186 -0.882  0.356
H 5.368 0.630 -3.037  0.328
H 3.038 0.896 0.092  0.137
H 3.801 -1.149 -2.293  0.267
H 5.181 -2.211 -2.329  0.074
H 2.911 -1.197 0.620  -0.416
H 3.836 -2.738 1.514  -0.309
C 5.432 -2.732 -5.425  -0.464
C 4.330 -3.228 -6.104  -0.415
C 3.547 -2.378 -6.874  -0.573
C 3.870 -1.031 -6.969  -0.378
C 4.975 -0.534 -6.290  -0.548
C 5.753 -1.385 -5.518  -0.254
H 6.040 -3.390 -4.818  0.359
H 4.075 -4.278 -6.028  0.576
H 2.682 -2.765 -7.398  0.399
H 3.259 -0.368 -7.567  0.371
H 5.228 0.517 -6.362  0.405
H 6.615 -0.999 -4.986  0.526
C -1.292 0.145 0.070  -0.803
C -0.032 -0.214 0.533  -0.444
C 0.470 0.363 1.689  -0.668
C -0.286 1.294 2.390  -0.827
C -1.547 1.647 1.931  0.219
C -2.050 1.075 0.769  -0.325
H -1.682 -0.303 -0.835  0.385
H 0.569 -0.940 0.000  0.479
H 1.456 0.080 2.041  0.685
H 0.107 1.739 3.296  0.375
H -2.139 2.369 2.481  0.508
H -3.033 1.355 0.409  0.406
C 4.434 -8.527 -9.528  -0.399
C 3.982 -7.527 -10.379  -0.326
C 3.968 -6.207 -9.952  -0.567
C 4.411 -5.884 -8.676  -0.037
C 4.866 -6.883 -7.827  -0.340
C 4.875 -8.205 -8.252  -0.384
H 4.443 -9.557 -9.859  0.347
H 3.639 -7.778 -11.375  0.355
H 3.612 -5.427 -10.613  0.358
H 4.406 -4.854 -8.346  0.255
H 5.214 -6.631 -6.834  0.381
H 5.226 -8.984 -7.587  0.357
C -4.523 0.777 3.592  -0.280
C -4.080 1.533 4.668  -0.452
C -4.985 1.997 5.612  -0.428
C -6.336 1.703 5.481  -0.532
C -6.781 0.945 4.405  -0.279
C -5.874 0.483 3.460  -0.539
H -3.816 0.422 2.854  0.481
H -3.027 1.765 4.765  0.430
H -4.639 2.594 6.446  0.406
H -7.042 2.064 6.218  0.389
H -7.834 0.714 4.305  0.424
H -6.220 -0.104 2.619  0.386
C -4.859 4.429 2.951  0.070
C -5.718 5.228 3.693  -0.621
C -5.519 6.600 3.752  -0.499
C -4.458 7.176 3.065  -0.427
C -3.598 6.378 2.322  -0.496
C -3.798 5.005 2.265  -0.520
H -5.024 3.360 2.911  0.423
H -6.547 4.776 4.224  0.557
H -6.190 7.221 4.332  0.395
H -4.301 8.246 3.108  0.373
H -2.771 6.826 1.785  0.394
H -3.123 4.387 1.685  0.384
C -11.617 5.462 2.830  -0.340
C -10.989 6.518 2.185  -0.385
C -9.649 6.419 1.834  -0.482
C -8.940 5.262 2.124  -0.418
C -9.568 4.205 2.769  -0.321
C -10.906 4.306 3.124  -0.444
H -12.661 5.540 3.106  0.356
H -11.543 7.419 1.955  0.356
H -9.156 7.244 1.336  0.377
H -7.895 5.182 1.852  0.467
H -9.012 3.304 2.994  0.476
H -11.396 3.483 3.630  0.361
C -0.545 -2.813 4.991  -0.581
C 0.403 -2.136 4.235  0.090
C 1.755 -2.347 4.464  -0.358
C 2.159 -3.238 5.450  -0.518
C 1.212 -3.913 6.208  -0.383
C -0.141 -3.700 5.979  -0.371
H -1.600 -2.648 4.808  0.409
H 0.090 -1.448 3.461  0.234
H 2.494 -1.828 3.867  0.359
H 3.214 -3.408 5.623  0.378
H 1.528 -4.610 6.974  0.346
H -0.880 -4.227 6.570  0.358

Forces on atoms 1 to 3 (eV/Å):
O -0.1 0.0 0.0
P 0.2 -0.4 0.2
O 0.2 0.2 0.2

Calculated values
HOMO energy: -0.204 Ha
Net charge: -1
HOMO-LUMO gap: 7.4 eV